Entry 1:
Computed, not measured: a cluster of 2 separate species, C26H21NO4 in total in a non-equilibrium geometry, with the ωB97M-V functional and the def2-TZVPD basis.

The geometry in XYZ format:
```
52
Properties=species:S:1:pos:R:3:mulliken_charge:R:1
C -6.06 -3.64 -0.46 -1.4156
C -4.84 -2.80 -0.56 1.1694
C -4.88 -1.53 -1.12 -0.7232
C -3.75 -0.75 -1.19 -0.6762
C -2.51 -1.21 -0.70 0.9607
C -1.38 -0.33 -0.77 -0.4111
C -0.07 -0.47 -0.27 1.0269
C 0.42 -1.58 0.47 -0.3831
C 1.72 -1.67 0.87 -0.6981
C 2.63 -0.65 0.59 0.3289
O 4.00 -0.79 0.93 -0.4433
C 4.81 -1.61 0.09 0.2583
C 5.67 -1.01 -0.83 -0.1794
C 6.38 -1.76 -1.73 -0.5565
C 6.26 -3.14 -1.73 -0.3417
C 5.43 -3.76 -0.81 -0.6382
C 4.72 -3.01 0.10 -0.2120
C 2.16 0.49 -0.09 -0.5831
C 0.86 0.58 -0.51 -0.6649
C -2.49 -2.52 -0.19 -0.3275
C -3.62 -3.28 -0.11 -1.0475
H -5.85 -4.59 0.04 0.3599
H -6.84 -3.14 0.11 0.3377
H -6.47 -3.88 -1.45 0.3319
H -5.81 -1.15 -1.51 0.4202
H -3.79 0.23 -1.63 0.4028
H -1.58 0.61 -1.26 0.2619
H -0.24 -2.37 0.76 0.2705
H 2.05 -2.53 1.42 0.5012
H 5.74 0.07 -0.84 0.4370
H 7.00 -1.28 -2.46 0.3674
H 6.80 -3.73 -2.45 0.3883
H 5.33 -4.83 -0.82 0.3732
H 4.08 -3.48 0.81 0.3378
H 2.85 1.28 -0.30 0.4647
H 0.53 1.44 -1.07 0.4212
H -1.57 -2.99 0.08 0.3240
H -3.57 -4.27 0.31 0.3161
O -2.00 6.13 -1.39 -0.6107
N -1.29 6.45 -0.43 0.9900
O -0.72 7.55 -0.36 -0.6103
C -1.11 5.50 0.66 -0.0971
C -0.29 5.81 1.73 -0.3745
C -0.11 4.92 2.76 -0.3943
C -0.75 3.71 2.75 -0.4762
C -1.61 3.35 1.67 0.0562
O -2.21 2.27 1.65 -0.7739
C -1.77 4.30 0.62 -0.2090
H 0.21 6.77 1.72 0.4402
H 0.54 5.17 3.59 0.3767
H -0.63 3.00 3.55 0.4423
H -2.41 4.07 -0.21 0.4819
```

LUMO, eV: -3.09
Charge: 0
Max |F|, eV/A: 2.354
Energy relative to the best compared isomer or geometry (same formula, charge and spin), kJ/mol: 651.8
Orbital gap, eV: 2.89
Spin multiplicity: 1
E_HOMO, eV: -5.975

=====

Entry 2:
Computed, not measured: a structure of composition C29H26ClF3FeN7S in a non-equilibrium geometry, with the ωB97M-V functional and the def2-TZVPD basis.

The geometry in XYZ format:
```
68
Properties=species:S:1:pos:R:3:mulliken_charge:R:1
Fe -17.19 -10.69 12.28 0.9869
C -22.51 -10.71 12.89 -1.1099
C -21.54 -9.67 13.50 -0.5605
C -20.30 -10.24 14.13 0.1579
N -19.18 -10.50 13.50 -0.6092
N -18.19 -11.05 14.32 0.3271
C -18.60 -11.22 15.56 0.4094
N -17.86 -11.88 16.50 -0.3233
S -20.21 -10.68 15.81 -0.1095
H -23.40 -10.27 12.45 0.3941
H -22.75 -11.43 13.63 0.3542
H -22.11 -11.26 12.03 0.2585
H -22.10 -9.09 14.24 0.3722
H -21.37 -8.98 12.66 0.2463
H -16.99 -12.26 16.22 0.1616
H -18.16 -11.93 17.44 0.1977
Cl -16.91 -15.91 11.86 -0.1723
C -16.68 -14.25 11.35 0.3480
C -15.56 -13.95 10.61 -0.2718
C -15.40 -12.77 9.85 -0.9567
C -16.42 -11.85 9.88 -0.0437
C -17.63 -12.13 10.59 -1.0009
C -17.76 -13.35 11.40 0.9540
C -19.05 -13.66 11.89 -1.5479
H -14.79 -14.75 10.54 0.4606
H -14.53 -12.47 9.28 0.5005
H -16.31 -10.92 9.32 0.3706
H -18.55 -11.53 10.40 0.9473
H -19.17 -14.74 12.13 0.2538
H -19.88 -13.03 11.80 0.5000
N -15.31 -3.72 11.81 -0.0955
C -15.08 -2.56 11.11 0.4830
C -14.42 -1.39 11.48 -0.7265
C -14.35 -0.39 10.57 -0.5090
C -14.79 -0.59 9.27 -0.3475
C -15.41 -1.77 8.83 -0.6276
C -15.44 -2.81 9.79 0.4714
N -15.96 -4.09 9.68 -0.5584
C -15.89 -4.57 10.86 0.1319
C -16.28 -5.89 11.20 0.6776
C -16.37 -6.36 12.53 -0.9680
C -16.49 -7.71 12.78 -0.5537
N -16.71 -8.61 11.78 0.1552
C -16.93 -8.09 10.56 -0.2761
C -16.67 -6.79 10.21 -0.8906
H -14.95 -4.06 12.70 0.2760
H -14.05 -1.38 12.50 0.3550
H -13.93 0.57 10.79 0.4317
H -14.72 0.10 8.42 0.3560
H -15.85 -1.92 7.82 0.3693
H -16.19 -5.66 13.32 0.4659
H -16.48 -8.10 13.77 0.5323
H -17.34 -8.83 9.88 0.3979
H -16.72 -6.38 9.19 0.5194
F -11.59 -14.33 14.73 -0.2378
C -11.87 -13.01 14.70 0.8285
F -10.78 -12.34 14.22 -0.2587
F -12.13 -12.60 15.94 -0.2192
C -13.09 -12.74 13.85 0.2528
C -13.04 -11.69 12.91 -0.9161
C -14.23 -11.06 12.50 -0.2189
N -15.44 -11.50 12.91 0.3295
C -15.50 -12.63 13.68 -0.1931
C -14.33 -13.22 14.15 -1.4181
H -12.14 -11.30 12.53 0.5968
H -14.21 -10.19 11.83 0.4861
H -16.45 -13.02 14.04 0.8921
H -14.39 -14.04 14.86 0.5120
```

LUMO (alpha / beta), eV: -5.82 / -7.02
Charge: +2
Max |F|, eV/A: 3.235
Energy relative to the best compared isomer or geometry (same formula, charge and spin), kJ/mol: 0.0
Orbital gap (alpha / beta), eV: 6.71 / 5.51
Spin multiplicity: 6
Expectation value of S²: 8.80
E_HOMO (alpha / beta), eV: -12.536 / -12.535

=====

Entry 3:
Computed, not measured: a structure of composition C5H13O3Rh in a non-equilibrium geometry, with the ωB97M-V functional and the def2-TZVPD basis.

The geometry in XYZ format:
```
22
Properties=species:S:1:pos:R:3:mulliken_charge:R:1
C -2.12 1.81 1.00 -0.6551
O -1.54 1.21 -0.16 -0.4046
H -1.91 1.22 1.90 0.3910
H -1.71 2.82 1.09 0.2855
H -3.21 1.86 0.86 0.3142
C -2.03 -0.08 -0.49 -0.2228
O -1.20 -0.99 0.13 -0.3301
C -0.26 -1.72 -0.65 -0.8257
C 1.12 -1.55 -0.05 -0.2148
O 1.58 -0.21 -0.19 -0.4251
C 2.92 -0.03 0.25 -0.5918
H -2.08 -0.19 -1.58 0.3896
H -3.03 -0.24 -0.07 0.3672
H -0.29 -1.44 -1.71 0.4143
H -0.52 -2.78 -0.57 0.4021
H 1.11 -1.80 1.02 0.4116
H 1.82 -2.22 -0.58 0.3994
H 3.57 -0.76 -0.24 0.3161
H 2.96 -0.13 1.34 0.3492
H 3.25 0.98 -0.05 0.2603
Rh 0.43 1.38 -0.53 1.0429
H 1.15 2.86 -0.72 0.3266
```

LUMO (alpha / beta), eV: -7.59 / -12.92
Charge: +2
Max |F|, eV/A: 1.820
Orbital gap (alpha / beta), eV: 11.57 / 6.24
Spin multiplicity: 5
Expectation value of S²: 6.01
E_HOMO (alpha / beta), eV: -19.157 / -19.164